[1]
The following is a DFT calculation (wB97M-V/def2-TZVPD) of an isolated ion of composition C3H7INO2S and charge +1 in a non-equilibrium geometry.

Summary:
- charge = +1
- energy relative to the best compared isomer or geometry (same formula, charge and spin) (kJ/mol) = 25.2
- HOMO-LUMO gap (eV) = 8.8

Positions of all 15 atoms, in Å:
C 0.66 0.23 1.88
C 0.10 -1.16 -1.48
C -0.24 -1.00 0.04
N 0.16 0.12 0.74
O 1.02 1.96 -0.99
O -1.53 1.19 -1.09
S -0.21 1.67 -0.34
I -0.95 3.29 1.26
H 0.75 1.22 2.44
H 0.90 -0.68 2.54
H 1.16 -1.50 -1.72
H -0.38 -2.08 -1.84
H -0.25 -0.32 -2.08
H 0.16 -1.84 0.66
H -1.35 -1.10 -0.01

=====

[2]
The following is a DFT calculation (wB97M-V/def2-TZVPD) of C67H93FeN15O10 as an isolated structure in a non-equilibrium geometry.

Summary:
- charge = +1
- multiplicity = 6
- HOMO-LUMO gap (alpha / beta) (eV) = 6.0 / 5.1
- expectation value of S² = 8.77

Positions of all 186 atoms, in Å:
Fe -0.01 2.92 2.55
C -3.37 3.71 -0.07
C -4.09 3.57 1.30
C -5.58 3.24 0.87
C -6.56 2.75 1.95
C -5.93 1.56 2.70
C -4.49 1.86 3.25
N -3.60 2.45 2.17
O -2.17 2.68 2.47
C -3.91 0.44 3.60
C -4.72 2.82 4.55
C -4.19 5.00 1.95
H -2.44 4.26 0.07
H -4.01 4.26 -0.77
H -3.16 2.73 -0.50
H -5.59 2.50 0.07
H -6.00 4.13 0.41
H -7.47 2.38 1.47
H -6.81 3.54 2.65
H -5.88 0.74 1.99
H -6.55 1.29 3.56
H -4.20 0.24 4.64
H -2.83 0.39 3.66
H -4.32 -0.40 3.03
H -4.82 3.89 4.34
H -3.78 2.63 5.07
H -5.54 2.51 5.19
H -5.13 5.07 2.48
H -4.10 5.81 1.22
H -3.34 5.19 2.60
C 3.28 0.73 0.51
C 2.05 0.12 -0.25
C 2.40 -1.43 -0.26
C 1.26 -2.33 -0.87
C -0.07 -2.09 -0.10
C -0.48 -0.59 -0.10
N 0.69 0.35 0.32
O 0.42 1.65 0.90
C -1.65 -0.52 0.95
C -1.07 -0.10 -1.41
C 2.18 0.63 -1.70
H 3.20 0.49 1.56
H 3.29 1.80 0.29
H 4.25 0.35 0.22
H 2.73 -1.77 0.72
H 3.23 -1.57 -0.94
H 1.53 -3.38 -0.77
H 1.17 -2.25 -1.96
H 0.21 -2.41 0.90
H -0.87 -2.68 -0.56
H -2.06 0.50 0.92
H -1.41 -0.79 1.97
H -2.45 -1.20 0.65
H -0.41 -0.10 -2.28
H -1.40 0.94 -1.38
H -1.97 -0.65 -1.71
H 1.99 1.67 -1.98
H 1.70 0.11 -2.53
H 3.23 0.54 -1.98
C 3.11 -5.62 -2.50
N 3.64 -5.24 -1.16
O 3.39 -5.95 -0.21
O 4.23 -4.18 -1.02
H 2.33 -6.38 -2.48
H 3.90 -6.15 -3.02
H 2.65 -4.77 -3.00
C 4.19 3.92 -3.60
N 3.85 3.92 -2.17
O 4.61 3.49 -1.30
O 2.68 4.32 -1.91
H 3.49 3.19 -4.01
H 5.25 3.75 -3.81
H 3.84 4.84 -4.06
C -4.01 -3.49 1.74
N -3.15 -4.55 1.11
O -2.15 -4.95 1.69
O -3.51 -5.08 0.06
H -4.94 -3.43 1.18
H -3.36 -2.62 1.66
H -4.00 -3.67 2.82
C -3.72 -2.74 -3.38
N -3.34 -2.53 -4.82
O -2.13 -2.72 -5.17
O -4.19 -2.13 -5.58
H -4.24 -3.68 -3.21
H -4.25 -1.92 -2.90
H -2.80 -2.93 -2.83
N 5.53 1.13 -4.07
C 5.09 0.06 -4.75
C 4.96 -1.17 -4.11
C 5.40 -1.36 -2.82
C 6.06 -0.32 -2.21
C 6.12 0.97 -2.87
H 4.70 0.09 -5.76
H 4.48 -2.00 -4.61
H 5.38 -2.35 -2.37
H 6.50 -0.45 -1.23
H 6.52 1.85 -2.40
N -0.31 3.24 -4.70
C -0.85 1.98 -4.54
C -2.24 1.67 -4.56
C -3.11 2.72 -4.88
C -2.57 4.01 -5.23
C -1.21 4.16 -5.12
H -0.24 1.19 -4.12
H -2.52 0.66 -4.30
H -4.18 2.62 -4.99
H -3.22 4.80 -5.56
H -0.77 5.14 -5.26
N 0.03 1.30 3.87
C 0.76 0.13 3.64
C 0.76 -1.04 4.39
C -0.09 -1.08 5.46
C -0.89 0.05 5.79
C -0.75 1.21 5.03
H 1.51 0.09 2.87
H 1.42 -1.86 4.15
H -0.22 -2.02 5.97
H -1.56 -0.02 6.63
H -1.46 1.92 5.43
N 7.37 -2.15 0.96
C 7.75 -0.85 0.94
C 7.14 0.15 1.69
C 6.09 -0.17 2.52
C 5.68 -1.50 2.49
C 6.26 -2.41 1.60
H 8.59 -0.64 0.29
H 7.45 1.18 1.63
H 5.47 0.51 3.09
H 4.83 -1.85 3.06
H 5.95 -3.44 1.63
N -5.65 -0.57 -0.36
C -6.67 -0.94 -1.23
C -6.75 -0.41 -2.54
C -5.75 0.42 -2.93
C -4.81 0.83 -2.01
C -4.79 0.35 -0.74
H -7.42 -1.57 -0.79
H -7.60 -0.65 -3.15
H -5.88 1.01 -3.83
H -4.22 1.69 -2.27
H -4.02 0.61 -0.03
N 1.57 -6.15 4.03
C 2.54 -6.61 4.82
C 3.86 -6.40 4.56
C 4.19 -5.56 3.47
C 3.19 -4.93 2.76
C 1.88 -5.27 3.08
H 2.26 -7.25 5.64
H 4.61 -6.89 5.17
H 5.24 -5.33 3.38
H 3.34 -4.26 1.92
H 1.09 -4.95 2.41
N 2.05 3.16 2.75
C 2.85 3.75 1.70
C 4.21 4.11 1.73
C 4.93 3.62 2.84
C 4.24 2.99 3.91
C 2.88 2.79 3.82
H 2.26 3.98 0.83
H 4.75 4.75 1.04
H 5.99 3.71 3.03
H 4.85 2.55 4.69
H 2.39 2.35 4.67
N -0.22 4.58 1.21
C -0.70 5.87 1.60
C -0.85 7.03 0.81
C -0.43 6.87 -0.50
C 0.03 5.63 -1.04
C 0.19 4.60 -0.17
H -0.85 5.89 2.67
H -1.21 7.97 1.21
H -0.61 7.72 -1.14
H 0.17 5.59 -2.11
H 0.50 3.68 -0.64
N -1.37 -7.56 -4.88
C -0.60 -6.53 -5.32
C -0.19 -5.46 -4.44
C -0.63 -5.44 -3.11
C -1.51 -6.49 -2.64
C -1.89 -7.47 -3.59
H -0.46 -6.40 -6.38
H 0.49 -4.74 -4.87
H -0.24 -4.63 -2.51
H -1.98 -6.44 -1.67
H -2.60 -8.21 -3.26

=====

no.,E (a.u.)
1,-1019.24212
2,-5445.36767